The following is a quantum chemistry calculation of a 9-piece molecular cluster, H18O9 overall, from the OMol25 dataset.

Structure (XYZ):
```
27
Properties=species:S:1:pos:R:3:forces:R:3
O -2.1652 1.9139 2.4295 -0.114 0.137 -0.213
O 1.3600 -0.6393 1.7757 -0.142 -0.048 -0.178
O -1.8544 -0.8162 1.4985 0.140 0.237 0.098
O -0.2526 0.5826 -0.4947 0.041 0.030 -0.009
O 0.6128 3.4084 -1.0397 0.083 -0.076 -0.049
O -1.6950 -3.5747 -1.5420 0.064 0.036 0.055
O 1.6539 -0.8231 -4.1815 -0.093 -0.067 0.146
O 0.7454 2.1781 2.3693 -0.119 0.026 0.035
O 1.1237 -1.9550 -1.4770 -0.150 -0.278 0.293
H -1.5037 -1.4293 2.1563 0.027 0.070 -0.109
H 1.0324 0.2785 1.7423 0.350 -0.144 0.102
H 1.4142 -2.8508 -1.6877 0.005 0.126 0.020
H -2.8075 1.8893 1.7040 0.148 0.199 0.136
H 0.9943 -1.9579 -0.5152 0.177 0.109 -0.007
H 1.9699 -1.6364 -4.5870 -0.037 0.056 0.039
H -1.8494 0.0465 1.9411 -0.088 -0.312 0.234
H -0.5804 0.1833 0.3277 -0.089 -0.118 -0.328
H -1.2685 -2.7086 -1.5474 -0.029 -0.103 -0.043
H 0.5067 2.4710 -1.2650 -0.178 0.128 0.244
H 1.2657 3.3981 -0.3340 0.018 -0.039 -0.094
H 1.1037 3.0316 2.1053 -0.061 -0.091 -0.010
H 0.0742 -0.1709 -0.9985 -0.036 0.126 -0.081
H -2.2923 2.7632 2.8702 -0.128 -0.161 -0.005
H 2.3055 -0.5603 1.6164 -0.018 0.062 0.068
H 1.3340 -1.0764 -3.3018 0.171 0.065 -0.228
H -0.2162 2.2467 2.2539 0.127 -0.020 -0.091
H -1.0114 -4.1926 -1.8187 -0.066 0.051 -0.026
```
Forces are in eV/Å.

orbital gap: 10.97 eV
net charge: 0
E: -18720.043 eV

Here are the natural (NBO) charges for atoms 1 to 2, given in e: -0.98, -0.98